No. 1
ORCA calculation (ωB97M-V/def2-TZVPD) on a 6-piece molecular cluster, C36H38BClF7N2O4P overall at a distorted geometry.

For the LUMO energy, the calculation gives 0.033 eV. The structure (SMILES) is CN(C)B(O)OC(=O)N(P(O)Cl)C(F)(F)C(F)(F)C(F)(F)F.c1ccccc1.c1ccccc1.c1ccccc1.c1ccccc1.c1ccccc1. As for the total charge: 0. For the frontier orbital gap, the calculation gives 9.35 eV. As for the total energy: -3330.6097 a.u.

Last column: Löwdin charge in e.
Cartesian coordinates (Å):
C 2.32 -0.61 6.35  -0.10
N 1.92 0.14 5.10  -0.07
C 3.12 0.06 4.21  -0.10
B 1.61 1.57 5.44  -0.59
O 1.52 2.62 4.45  0.10
O 1.36 1.86 6.84  0.11
C 2.25 2.87 7.33  -0.51
O 3.27 2.47 7.90  0.11
N 1.81 4.25 7.12  -0.08
P 0.68 4.63 8.49  0.77
O -0.86 3.97 8.08  -0.33
Cl 1.26 3.50 10.21  0.25
C 2.90 5.24 7.23  -0.38
F 3.54 5.26 8.51  0.05
F 2.23 6.51 7.18  0.02
C 3.92 5.26 6.01  -0.21
F 3.18 5.09 4.81  0.10
F 4.47 6.56 5.95  0.11
C 5.05 4.15 6.00  -0.33
F 5.69 3.92 7.21  0.14
F 4.64 2.93 5.42  0.11
F 6.07 4.63 5.12  0.09
H 1.49 -0.69 7.12  0.10
H 2.57 -1.68 6.01  0.10
H 3.28 -0.19 6.82  0.10
H 4.09 -0.10 4.80  0.10
H 3.00 -0.84 3.51  0.09
H 3.26 0.99 3.56  0.09
H 0.75 2.43 3.86  0.12
H -0.80 3.04 8.41  0.04
C 0.62 -0.94 0.78  -0.10
C 1.45 0.15 0.54  -0.09
C 2.08 0.29 -0.70  -0.08
C 1.88 -0.66 -1.69  -0.10
C 1.05 -1.76 -1.44  -0.13
C 0.43 -1.90 -0.21  -0.10
H 0.13 -1.04 1.74  0.10
H 1.61 0.90 1.31  0.09
H 2.72 1.14 -0.89  0.10
H 2.36 -0.56 -2.65  0.11
H 0.90 -2.51 -2.21  0.10
H -0.22 -2.75 -0.01  0.11
C -0.73 0.03 -4.00  -0.08
C -1.00 -0.80 -5.08  -0.10
C -1.52 -0.27 -6.25  -0.10
C -1.77 1.09 -6.35  -0.10
C -1.51 1.92 -5.27  -0.11
C -0.98 1.39 -4.09  -0.08
H -0.32 -0.38 -3.08  0.07
H -0.81 -1.87 -5.00  0.10
H -1.73 -0.93 -7.09  0.10
H -2.18 1.50 -7.27  0.10
H -1.71 2.99 -5.34  0.10
H -0.78 2.04 -3.25  0.10
C -4.63 -5.28 -5.96  -0.10
C -4.22 -3.95 -5.93  -0.09
C -3.58 -3.44 -4.80  -0.10
C -3.35 -4.26 -3.71  -0.09
C -3.76 -5.59 -3.73  -0.10
C -4.40 -6.10 -4.86  -0.10
H -5.12 -5.68 -6.84  0.10
H -4.41 -3.31 -6.79  0.10
H -3.26 -2.40 -4.78  0.08
H -2.85 -3.87 -2.83  0.10
H -3.59 -6.23 -2.87  0.10
H -4.72 -7.14 -4.88  0.10
C 3.87 -5.76 2.00  -0.10
C 3.59 -6.60 0.92  -0.10
C 3.07 -6.07 -0.26  -0.09
C 2.82 -4.70 -0.35  -0.09
C 3.08 -3.87 0.73  -0.09
C 3.61 -4.40 1.90  -0.09
H 4.28 -6.17 2.91  0.10
H 3.79 -7.66 1.00  0.10
H 2.87 -6.72 -1.10  0.10
H 2.42 -4.29 -1.27  0.09
H 2.88 -2.80 0.65  0.09
H 3.81 -3.74 2.75  0.09
C -5.02 2.81 -5.49  -0.10
C -5.49 2.45 -6.75  -0.10
C -6.45 3.23 -7.38  -0.10
C -6.94 4.37 -6.76  -0.10
C -6.48 4.73 -5.50  -0.10
C -5.52 3.95 -4.86  -0.09
H -4.26 2.21 -5.00  0.09
H -5.10 1.56 -7.23  0.10
H -6.81 2.95 -8.37  0.10
H -7.69 4.98 -7.26  0.10
H -6.87 5.62 -5.01  0.10
H -5.15 4.23 -3.88  0.10

No. 2
ORCA calculation (ωB97M-V/def2-TZVPD) on AgNO3 as an isolated structure at a distorted geometry.

For the LUMO energy, the calculation gives -3.686 eV. As for the total charge: 0. For the frontier orbital gap, the calculation gives 4.94 eV. As for the total energy: -426.6510 a.u.

Last column: Löwdin charge in e.
Cartesian coordinates (Å):
Ag 3.42 -0.33 -0.10  0.75
N 0.95 0.92 0.03  -0.03
O 0.49 -0.70 -0.09  -0.46
O -2.66 -1.02 0.16  -0.15
O -2.20 1.14 -0.01  -0.10

No. 3
ORCA calculation (ωB97M-V/def2-TZVPD) on one molecule with the formula C4H9NO.

For the LUMO energy, the calculation gives 0.949 eV. The structure (SMILES) is CC/N=C\OC. As for the total charge: 0. For the frontier orbital gap, the calculation gives 10.82 eV. As for the total energy: -287.7659 a.u.

Last column: Löwdin charge in e.
Cartesian coordinates (Å):
C -1.28 2.26 0.43  -0.11
C -0.67 0.87 0.40  -0.30
N 0.77 0.90 0.21  0.06
C 1.30 -0.08 -0.38  -0.27
O 0.59 -1.11 -0.92  -0.14
C 0.97 -2.39 -0.46  -0.09
H -1.10 2.78 -0.51  0.07
H -2.36 2.16 0.58  0.07
H -0.87 2.85 1.26  0.07
H -1.17 0.28 -0.38  0.11
H -0.87 0.35 1.35  0.12
H 2.40 -0.14 -0.49  0.13
H 1.93 -2.71 -0.87  0.09
H 0.18 -3.06 -0.79  0.09
H 1.01 -2.42 0.64  0.09

No. 4
ORCA calculation (ωB97M-V/def2-TZVPD) on an isolated ion of composition C6H18NOSi and charge +1 at a distorted geometry.

For the LUMO energy, the calculation gives -2.902 eV. As for the total charge: +1. For the frontier orbital gap, the calculation gives 8.44 eV. As for the total energy: -658.5470 a.u.

Last column: Löwdin charge in e.
Cartesian coordinates (Å):
C 2.96 1.67 1.50  -0.08
C -1.34 -0.85 -2.38  -0.13
C -1.86 1.73 -0.26  -0.17
C -2.94 -0.76 0.49  -0.18
C 1.83 0.65 1.44  -0.27
C 1.45 0.40 0.00  -0.26
N 2.28 -0.82 -0.57  0.19
O 0.08 -0.23 -0.04  -0.22
Si -1.73 -0.02 -0.76  0.67
H 2.54 2.56 1.26  0.04
H 3.50 1.65 2.42  0.08
H 3.69 1.43 0.68  0.09
H -0.48 -0.29 -2.78  0.06
H -1.19 -1.91 -2.19  0.05
H -2.19 -0.87 -2.94  0.01
H -2.58 1.95 0.56  0.07
H -0.89 2.16 0.08  0.06
H -1.90 2.39 -1.12  0.04
H -3.04 -1.83 0.63  0.03
H -2.77 -0.29 1.54  0.08
H -4.02 -0.62 0.26  0.06
H 0.98 1.07 2.03  0.13
H 2.16 -0.23 1.91  0.09
H 3.28 -0.72 -0.39  0.17
H 2.03 -0.81 -1.54  0.12
H 1.78 -1.65 -0.26  0.14
H -0.12 -0.57 0.93  0.16